# 1
{
  "formula": "C54H54BCaIN3O3PSSi",
  "method": "ωB97M-V with the def2-TZVPD basis set",
  "elements": ["Ca", "I", "C", "C", "C", "C", "C", "C", "C", "C", "C", "P", "C", "C", "C", "C", "C", "C", "C", "C", "C", "C", "C", "C", "C", "H", "H", "H", "H", "H", "H", "H", "H", "H", "H", "H", "H", "H", "H", "H", "H", "C", "Si", "C", "C", "N", "C", "C", "C", "C", "C", "C", "O", "C", "C", "C", "C", "C", "C", "H", "H", "H", "H", "H", "H", "H", "H", "H", "H", "H", "H", "H", "H", "H", "H", "H", "H", "N", "C", "S", "N", "C", "C", "C", "C", "C", "C", "H", "H", "H", "H", "H", "H", "H", "H", "C", "C", "C", "C", "C", "C", "C", "C", "O", "B", "O", "C", "C", "H", "H", "H", "H", "H", "H", "H", "H", "H", "H", "H", "H"],
  "coordinates": [[-0.116, -0.259, -0.174], [1.096, 0.625, 2.836], [2.513, -0.884, 3.169], [2.223, -1.707, 4.220], [3.193, -2.574, 4.757], [4.463, -2.532, 4.273], [4.790, -1.706, 3.169], [6.126, -1.667, 2.703], [6.470, -0.920, 1.619], [5.458, -0.269, 0.893], [4.145, -0.274, 1.296], [2.912, 0.127, -0.004], [3.569, -0.884, -1.387], [4.196, -0.374, -2.521], [4.602, -1.227, -3.539], [4.388, -2.593, -3.433], [3.763, -3.107, -2.305], [3.352, -2.259, -1.290], [3.253, 1.838, -0.542], [4.029, 2.747, 0.170], [4.171, 4.054, -0.284], [3.547, 4.461, -1.455], [2.762, 3.562, -2.167], [2.605, 2.265, -1.705], [3.789, -0.924, 2.525], [1.244, -1.662, 4.678], [2.929, -3.221, 5.582], [5.249, -3.132, 4.714], [6.867, -2.251, 3.234], [7.493, -0.884, 1.270], [5.714, 0.191, -0.056], [4.368, 0.690, -2.619], [5.081, -0.819, -4.419], [4.699, -3.255, -4.231], [3.576, -4.170, -2.218], [2.825, -2.667, -0.436], [4.520, 2.442, 1.085], [4.775, 4.752, 0.280], [3.659, 5.479, -1.805], [2.243, 3.872, -3.066], [1.969, 1.579, -2.258], [-2.145, -0.517, -4.506], [-0.472, -0.516, -3.643], [-0.233, -2.227, -2.912], [0.902, -0.292, -4.912], [-0.390, 0.597, -2.324], [-0.706, 1.926, -2.474], [-0.891, 2.576, -3.714], [-1.244, 3.911, -3.833], [-1.435, 4.693, -2.704], [-1.239, 4.110, -1.458], [-0.862, 2.787, -1.358], [-0.660, 2.202, -0.093], [-0.462, 3.038, 1.000], [0.658, 3.849, 1.087], [0.865, 4.585, 2.241], [-0.031, 4.507, 3.301], [-1.152, 3.699, 3.193], [-1.381, 2.967, 2.034], [-2.217, -1.383, -5.170], [-2.340, 0.374, -5.101], [-2.945, -0.603, -3.767], [-0.180, -2.957, -3.724], [-1.062, -2.528, -2.265], [0.688, -2.338, -2.332], [0.787, -1.010, -5.729], [1.865, -0.492, -4.436], [0.949, 0.705, -5.351], [-0.752, 2.003, -4.621], [-1.373, 4.337, -4.820], [-1.724, 5.732, -2.780], [-1.374, 4.694, -0.558], [1.354, 3.892, 0.262], [1.745, 5.211, 2.319], [0.145, 5.075, 4.204], [-1.858, 3.635, 4.010], [-2.256, 2.341, 1.922], [-3.386, -2.579, 0.198], [-3.711, -1.285, 0.140], [-2.778, -0.104, 0.906], [-4.817, -0.972, -0.568], [-5.229, 0.329, -0.980], [-4.333, 1.211, -1.571], [-4.779, 2.452, -1.993], [-6.115, 2.806, -1.852], [-7.008, 1.911, -1.283], [-6.565, 0.674, -0.838], [-2.578, -2.881, 0.735], [-3.940, -3.281, -0.263], [-5.456, -1.723, -0.788], [-3.294, 0.935, -1.695], [-4.073, 3.139, -2.442], [-6.457, 3.775, -2.190], [-8.051, 2.176, -1.171], [-7.252, -0.020, -0.370], [2.304, -8.850, -0.634], [1.242, -8.870, 0.467], [0.137, -9.845, 0.040], [1.896, -9.381, 1.758], [0.651, -7.482, 0.727], [-0.426, -7.351, 1.608], [-0.993, -6.118, 1.921], [-0.449, -5.006, 1.320], [-0.800, -3.687, 1.435], [0.072, -2.915, 0.584], [0.956, -3.874, -0.006], [0.616, -5.114, 0.447], [1.183, -6.331, 0.136], [2.657, -9.866, -0.819], [3.169, -8.249, -0.351], [1.904, -8.457, -1.570], [0.570, -10.813, -0.218], [-0.399, -9.467, -0.832], [-0.589, -10.011, 0.836], [2.352, -10.360, 1.595], [1.162, -9.477, 2.559], [2.672, -8.693, 2.095], [-0.837, -8.236, 2.074], [-1.822, -6.038, 2.611], [2.010, -6.372, -0.557]],
  "mulliken_charge": [0.786, 0.228, 0.241, -0.806, -0.977, -0.901, 0.837, -0.807, -1.235, -0.318, 1.136, 1.129, 0.916, -0.414, -0.475, -0.729, -0.440, -1.050, 1.108, -1.054, -0.779, -0.814, -1.003, -0.654, -0.278, 0.435, 0.441, 0.381, 0.384, 0.426, 0.433, 0.374, 0.430, 0.408, 0.453, 0.301, 0.378, 0.440, 0.380, 0.415, 0.504, -1.082, -0.247, -0.870, -0.786, 1.463, -0.210, -0.664, -1.299, -1.106, -0.586, 0.716, 2.129, -0.670, 0.620, -0.829, -0.693, -0.711, -0.428, 0.433, 0.328, 0.188, 0.500, 0.114, -0.045, 0.485, -0.025, 0.308, 0.184, 0.428, 0.353, 0.468, 0.251, 0.452, 0.392, 0.434, 0.318, -0.281, 0.351, -0.291, -0.129, -0.290, 0.535, -0.694, -0.698, -0.549, -0.473, 0.194, 0.196, 0.288, 0.458, 0.340, 0.429, 0.359, 0.427, -2.101, 2.047, -1.663, -1.580, 0.454, -0.393, -2.193, 1.459, -0.973, 0.214, 0.123, -0.053, -0.953, 0.436, 0.351, 0.426, 0.453, 0.389, 0.311, 0.433, 0.347, 0.357, 0.366, 0.461, 0.568],
  "e_homo_ev": -6.836,
  "lumo_energy_ha": -0.0013,
  "homo_lumo_gap_ev": 6.80,
  "de_lowest_ev": 0.0000,
  "energy_ha": -4509.5676
}

# 2
{
  "formula": "C4H11NO2S",
  "method": "ωB97M-V with the def2-TZVPD basis set",
  "elements": ["C", "C", "O", "N", "C", "C", "S", "H", "H", "H", "H", "H", "H", "H", "H", "H", "O", "H", "H"],
  "coordinates": [[1.701, 2.416, -1.044], [1.172, 1.050, -1.372], [1.378, 0.526, -2.453], [0.428, 0.456, -0.397], [0.034, -0.934, -0.539], [0.317, -1.790, 0.732], [-1.171, -2.284, 1.617], [1.095, 2.943, -0.307], [2.680, 2.305, -0.573], [1.818, 3.093, -1.882], [0.598, 0.711, 0.563], [-0.988, -1.072, -0.866], [0.621, -1.397, -1.334], [1.081, -1.310, 1.353], [0.803, -2.676, 0.353], [-1.001, -1.582, 2.743], [-2.061, 2.271, 0.860], [-2.298, 2.779, 0.084], [-2.051, 2.875, 1.606]],
  "mulliken_charge": [-1.128, 0.719, -0.634, -0.141, -0.526, -0.762, -0.204, 0.304, 0.265, 0.340, 0.238, 0.371, 0.317, 0.454, 0.271, 0.114, -0.613, 0.307, 0.311],
  "smiles": "CC(=O)NCCS.O",
  "e_homo_ev": -9.124,
  "lumo_energy_ha": 0.0188,
  "homo_lumo_gap_ev": 9.64,
  "de_lowest_ev": 0.5465,
  "energy_ha": -762.4293
}

# 3
{
  "formula": "C17H22F3N3O5S",
  "method": "ωB97M-V with the def2-TZVPD basis set",
  "elements": ["C", "C", "O", "C", "O", "N", "C", "N", "C", "S", "C", "C", "C", "C", "N", "O", "C", "C", "C", "C", "C", "O", "O", "C", "C", "C", "F", "F", "F", "H", "H", "H", "H", "H", "H", "H", "H", "H", "H", "H", "H", "H", "H", "H", "H", "H", "H", "H", "H", "H", "H"],
  "coordinates": [[-1.548, -1.459, 3.651], [-0.356, -0.571, 3.973], [0.339, -0.142, 2.793], [-0.285, 0.723, 2.010], [-1.362, 1.228, 2.207], [0.494, 1.025, 0.924], [0.062, 1.895, -0.122], [-0.179, 1.200, -1.382], [0.466, -0.001, -1.672], [1.750, -0.067, -2.853], [1.945, -1.771, -2.580], [1.098, -2.236, -1.626], [0.231, -1.226, -1.104], [-0.817, -1.525, -0.092], [-1.935, -0.775, -0.174], [-0.696, -2.428, 0.716], [1.090, -3.674, -1.215], [1.802, -4.538, -2.253], [3.145, -3.921, -2.633], [2.927, -2.587, -3.348], [-1.293, 2.597, 0.254], [-2.324, 2.245, -0.246], [-1.086, 3.647, 1.010], [-2.250, 4.368, 1.446], [-2.756, 5.312, 0.367], [1.161, 2.976, -0.319], [1.518, 3.589, 0.808], [2.279, 2.426, -0.819], [0.775, 3.917, -1.191], [-1.263, -2.198, 2.905], [-1.880, -1.963, 4.554], [-2.366, -0.859, 3.260], [-0.669, 0.313, 4.538], [0.403, -1.120, 4.533], [1.349, 0.502, 0.796], [-0.199, 1.844, -2.164], [-1.987, 0.066, -0.727], [-2.634, -0.898, 0.541], [1.588, -3.760, -0.245], [0.063, -4.008, -1.069], [1.949, -5.542, -1.853], [1.180, -4.620, -3.148], [3.733, -3.756, -1.728], [3.705, -4.596, -3.282], [2.540, -2.766, -4.357], [3.870, -2.046, -3.453], [-1.915, 4.914, 2.329], [-3.016, 3.638, 1.722], [-3.582, 5.898, 0.760], [-3.103, 4.746, -0.493], [-1.961, 5.983, 0.053]],
  "mulliken_charge": [-0.869, -0.236, -0.486, 0.532, -0.590, -0.072, 1.236, -0.112, 0.257, -0.327, 0.304, 0.186, -0.413, 0.133, -0.131, -0.696, -0.513, -0.899, -0.748, -0.585, -0.666, -0.656, -0.246, -0.271, -1.155, 0.718, -0.260, -0.276, -0.300, 0.161, 0.426, 0.204, 0.299, 0.336, 0.457, 0.412, 0.170, 0.276, 0.275, 0.402, 0.354, 0.346, 0.320, 0.347, 0.306, 0.391, 0.388, 0.270, 0.414, 0.298, 0.288],
  "smiles": "CCOC(=O)N[C@@](Nc1sc2c(c1C(N)=O)CCCC2)(C(=O)OCC)C(F)(F)F",
  "e_homo_ev": -8.287,
  "lumo_energy_ha": 0.0243,
  "homo_lumo_gap_ev": 8.95,
  "de_lowest_ev": 0.1102,
  "energy_ha": -1899.3557
}

# 4
{
  "formula": "C17H28FNO7",
  "method": "ωB97M-V with the def2-TZVPD basis set",
  "elements": ["C", "C", "C", "O", "C", "C", "C", "F", "C", "N", "C", "O", "O", "C", "H", "H", "H", "H", "H", "H", "H", "H", "H", "H", "H", "H", "H", "H", "H", "H", "O", "C", "C", "C", "C", "O", "H", "H", "H", "H", "H", "H", "O", "C", "C", "C", "C", "O", "H", "H", "H", "H", "H", "H"],
  "coordinates": [[1.159, 1.218, 0.462], [1.260, 0.256, -0.764], [0.991, -1.257, -0.483], [2.124, -2.027, -0.121], [2.867, -1.551, 0.979], [4.168, -2.427, 1.046], [5.183, -2.064, -0.069], [3.763, -3.754, 0.795], [-0.273, -1.526, 0.397], [-0.110, -1.237, 1.836], [-1.156, -0.800, 2.317], [-2.224, -0.663, 2.770], [-1.442, -0.911, -0.165], [-2.064, -1.815, -1.089], [0.165, 1.681, 0.612], [1.495, 0.769, 1.415], [1.864, 2.057, 0.275], [2.232, 0.420, -1.275], [0.487, 0.578, -1.496], [0.696, -1.663, -1.479], [2.374, -1.686, 1.966], [3.224, -0.504, 0.900], [4.636, -2.388, 2.049], [6.082, -2.694, 0.093], [5.464, -0.994, -0.065], [4.722, -2.361, -1.034], [-0.457, -2.626, 0.318], [-1.327, -2.408, -1.664], [-2.650, -1.242, -1.837], [-2.750, -2.511, -0.560], [4.591, 2.349, -2.983], [3.721, 3.142, -2.775], [3.340, 4.311, -3.654], [2.485, 5.153, -2.718], [1.894, 4.105, -1.793], [2.895, 3.079, -1.697], [2.768, 3.940, -4.506], [4.223, 4.847, -3.992], [1.730, 5.752, -3.227], [3.124, 5.832, -2.148], [0.979, 3.662, -2.197], [1.684, 4.502, -0.801], [-8.351, -1.891, 3.537], [-7.318, -1.589, 3.013], [-6.940, -1.832, 1.568], [-5.433, -1.617, 1.588], [-5.266, -0.621, 2.719], [-6.319, -0.927, 3.650], [-7.449, -1.098, 0.942], [-7.204, -2.842, 1.262], [-5.024, -1.265, 0.641], [-4.932, -2.555, 1.843], [-5.389, 0.413, 2.384], [-4.308, -0.719, 3.212]],
  "mulliken_charge": [-1.214, -0.598, 0.165, -0.371, -0.256, 0.237, -1.204, -0.329, -0.143, -0.454, 0.452, -0.468, -0.466, -0.685, 0.341, 0.392, 0.273, 0.309, 0.443, 0.157, 0.222, 0.204, 0.312, 0.360, 0.325, 0.279, 0.752, 0.382, 0.254, 0.243, -0.585, 0.389, -0.332, -0.570, -0.407, -0.230, 0.256, 0.289, 0.325, 0.273, 0.248, 0.362, -0.567, 0.463, -0.480, -0.224, -0.339, -0.345, 0.274, 0.295, 0.225, 0.232, 0.209, 0.324],
  "smiles": "CC[C@@H](OC[C@H](C)F)[C@@H](N=C=O)OC.O=C1CCCO1.O=C1CCCO1",
  "e_homo_ev": -9.692,
  "lumo_energy_ha": 0.0169,
  "homo_lumo_gap_ev": 10.15,
  "energy_ha": -1345.8319
}